(1)
Entry from the Open Molecules 2025 dataset: the molecule HIP2S at a distorted geometry (the ωB97M-V functional and the def2-TZVPD basis).

```
5
Properties=species:S:1:pos:R:3:forces:R:3
P 1.79869 1.19910 0.01260 1.15 0.87 -0.20
P -0.16294 1.33303 0.21104 -0.59 1.82 0.66
S 2.83008 2.81411 -0.05207 0.11 -0.39 0.18
I 3.11498 -0.81918 -0.04102 -0.35 0.02 -0.09
H -0.40686 0.13765 -0.31442 -0.33 -2.32 -0.55
```
Forces are in eV/Å.

Results
Energy   -37529.1617 eV
Relative energy (zero: lowest compared OMol25 entry of this formula, charge and spin)   24.19 kcal per mole
2S+1   1
HOMO energy   -8.74 eV

---

(2)
Entry from the Open Molecules 2025 dataset: a structure of composition C25H35HgN12O3 (the ωB97M-V functional and the def2-TZVPD basis).

```
76
Properties=species:S:1:pos:R:3:forces:R:3
Hg 0.97492 0.01499 0.22855 0.25 0.16 -0.33
C -1.06107 -4.16369 -0.15230 0.01 0.00 -0.01
C -0.46001 -2.82391 -0.57004 -0.07 -0.02 0.10
O -0.12480 -2.06218 0.38471 -0.04 -0.06 0.03
C -0.35552 -2.57285 -1.92822 0.05 -0.05 -0.04
C 0.05355 -1.36630 -2.58258 -0.01 0.12 -0.06
C -0.02145 -1.36704 -4.09295 -0.02 0.00 0.00
N 0.43149 -0.28182 -1.97569 0.01 -0.07 0.01
N 0.68879 0.79558 -2.81035 -0.01 0.10 0.03
C 0.84558 1.93038 -2.16225 -0.05 -0.12 -0.02
O 0.81588 2.14760 -0.91699 0.07 0.00 0.03
C 1.08127 3.12080 -3.05801 0.00 0.02 -0.01
C 1.32675 4.36029 -2.47628 -0.02 -0.04 0.00
C 1.53568 5.48296 -3.26578 0.00 0.01 0.00
C 1.50076 5.38052 -4.64932 0.00 0.01 -0.01
C 1.25624 4.14420 -5.23706 0.00 -0.01 0.00
C 1.04815 3.02373 -4.44792 0.00 0.00 0.02
H -1.09811 -4.21247 0.93482 0.01 -0.01 0.00
H -0.46854 -4.99727 -0.53503 -0.02 0.01 -0.01
H -2.07266 -4.27414 -0.54839 -0.01 0.01 0.01
H -0.69590 -3.36665 -2.58332 0.00 0.00 -0.01
H -0.30012 -2.35467 -4.46081 0.00 0.00 0.00
H 0.93735 -1.06536 -4.51632 0.00 -0.01 0.01
H -0.74803 -0.62874 -4.43664 0.00 -0.01 0.00
H 1.34915 4.41217 -1.39551 0.00 0.00 0.00
H 1.72890 6.44118 -2.79716 0.00 0.01 -0.01
H 1.66396 6.25614 -5.26763 0.00 0.00 0.00
H 1.22806 4.05404 -6.31735 0.00 0.01 0.00
H 0.85775 2.05265 -4.88495 0.00 0.00 0.00
N -2.21987 0.49340 -0.17643 -0.04 -0.14 0.07
C -3.32567 1.28761 0.33819 -0.01 0.04 -0.08
C -2.82672 2.25872 1.40266 -0.01 -0.02 0.05
C -1.81419 3.24859 0.83997 0.03 -0.01 0.01
C -1.14132 4.11414 1.89505 -0.01 0.02 -0.01
N -0.47164 3.30264 2.91527 -0.01 -0.02 -0.01
H -2.43797 0.01764 -1.04105 0.01 -0.01 -0.01
H -1.91065 -0.20373 0.49257 -0.01 0.00 0.00
H -4.14900 0.68608 0.75359 0.00 -0.01 0.00
H -3.74207 1.85763 -0.50056 -0.01 0.01 0.01
H -2.36952 1.68013 2.20921 -0.01 0.01 -0.01
H -3.67987 2.78792 1.84536 0.00 0.01 -0.02
H -2.30996 3.90102 0.10993 -0.01 0.00 0.01
H -1.04435 2.70169 0.29013 -0.03 0.02 0.01
H -1.89218 4.74856 2.38714 0.00 0.02 -0.01
H -0.44382 4.78824 1.38181 0.01 -0.01 0.00
H 0.40210 3.72251 3.20112 0.00 0.01 0.01
H -0.23820 2.38579 2.54570 0.00 0.02 0.00
N 5.76999 -1.31179 0.85835 -0.07 -0.05 -0.10
C 6.01315 -0.04228 0.27117 0.00 0.01 0.22
N 7.39926 0.28840 0.33134 0.09 0.04 -0.03
N 5.11587 0.98128 0.51270 -0.16 -0.07 0.02
C 3.91745 0.74057 0.86197 0.20 0.16 -0.01
N 2.80692 0.61465 1.25438 -0.09 -0.13 0.06
H 6.30918 -2.01859 0.37594 0.04 -0.01 0.00
H 4.78837 -1.55799 0.77610 -0.03 0.00 -0.01
H 7.72157 0.23019 1.30592 -0.06 0.00 -0.03
H 7.49956 1.25583 0.04972 -0.01 -0.02 -0.04
N -0.26284 0.02270 2.37783 -0.07 0.09 0.14
C -0.38408 -0.53134 3.38718 0.16 0.03 -0.01
C -0.52909 -1.20307 4.60571 -0.13 -0.06 -0.10
C -1.36218 -2.34012 4.67188 -0.03 -0.06 0.03
N -2.04395 -3.27294 4.74092 0.01 0.01 0.00
C 0.11613 -0.74774 5.77313 0.05 0.03 0.09
N 0.62988 -0.40207 6.75018 -0.01 0.00 -0.02
C 2.25103 -5.56484 -0.61966 0.00 -0.02 0.00
N 2.39192 -4.23634 -0.08516 0.00 -0.03 0.02
C 2.39492 -4.03471 1.35314 -0.01 0.01 0.00
C 2.67518 -3.18624 -0.88908 -0.04 0.00 0.08
O 2.98774 -2.08753 -0.47848 0.06 0.04 -0.08
H 1.40719 -6.07679 -0.15333 0.00 0.01 0.00
H 3.14939 -6.17213 -0.45667 0.00 0.00 0.00
H 2.06131 -5.50475 -1.69180 0.01 0.00 0.00
H 1.80085 -4.81957 1.82115 -0.01 0.00 -0.01
H 1.93994 -3.07166 1.57677 0.02 0.00 0.00
H 3.40841 -4.05629 1.76524 0.00 0.00 0.00
H 2.59021 -3.41910 -1.96218 0.01 -0.01 -0.01
```
Forces are in eV/Å.

Results
Energy   -54690.8589 eV
Relative energy (zero: lowest compared OMol25 entry of this formula, charge and spin)   11.13 kcal per mole
2S+1   2
HOMO energy (alpha / beta)   -0.32 / -1.90 eV
Total charge   -2

---

(3)
Entry from the Open Molecules 2025 dataset: a cluster of 3 separate species, CH8O2 in total (the ωB97M-V functional and the def2-TZVPD basis).

```
11
Properties=species:S:1:pos:R:3:forces:R:3
C -0.04601 -2.40161 0.82341 -0.27 0.76 0.49
H -0.28450 -1.89767 1.76489 0.39 -0.06 0.00
H 0.97304 -2.18665 0.52191 0.08 0.13 0.04
H -0.74140 -1.95143 0.10938 0.10 -0.60 -0.21
H -0.15240 -3.46294 0.99041 -0.30 -0.27 -0.34
O 0.48711 1.38988 -1.59357 0.38 -0.03 -0.31
H 1.36833 1.76638 -1.62945 0.28 0.00 0.13
H 0.06200 1.76026 -2.36605 -0.39 0.04 -0.17
O -0.46617 1.02838 0.92619 0.03 -0.39 -0.39
H -1.16156 0.37601 0.77504 0.05 0.14 0.26
H 0.01782 0.99934 0.07600 -0.35 0.28 0.49
```
Forces are in eV/Å.

Results
Energy   -5261.6223 eV
SMILES string   C.O.O
Relative energy (zero: lowest compared OMol25 entry of this formula, charge and spin)   2.72 kcal per mole
2S+1   1
HOMO energy   -10.64 eV

---

(4)
Entry from the Open Molecules 2025 dataset: the molecule C5H7N at a distorted geometry (the ωB97M-V functional and the def2-TZVPD basis).

```
13
Properties=species:S:1:pos:R:3:forces:R:3
C 1.92365 0.09108 0.14512 0.15 0.09 -0.03
C 0.43669 0.08978 -0.00914 0.04 -0.02 -0.10
C -0.47111 1.14917 0.27497 -0.04 -0.33 0.29
C -1.76843 0.64756 0.11117 0.15 -1.21 0.25
N -1.59716 -0.64443 -0.36566 0.45 -0.44 -0.64
C -0.30610 -1.00837 -0.38622 0.20 -0.09 -0.37
H 2.23533 0.75941 0.95294 0.01 -0.07 -0.12
H 2.27691 -0.91748 0.39035 -0.03 0.20 -0.07
H 2.42207 0.40847 -0.77539 0.04 0.00 0.10
H -0.13721 2.16108 0.50982 -0.41 -0.43 0.42
H -2.54485 0.22300 0.78173 -0.90 2.96 0.32
H -2.37321 -1.02749 -0.87447 0.03 -0.77 0.33
H -0.04536 -2.04175 -0.54634 0.31 0.11 -0.38
```
Forces are in eV/Å.

Results
Energy   -6786.5347 eV
SMILES string   Cc1cc[nH]c1
Relative energy (zero: lowest compared OMol25 entry of this formula, charge and spin)   45.61 kcal per mole
2S+1   1
HOMO energy   -8.04 eV

---

(5)
Entry from the Open Molecules 2025 dataset: a structure of composition C13H29Br3O18S5 at a distorted geometry (the ωB97M-V functional and the def2-TZVPD basis).

```
68
Properties=species:S:1:pos:R:3:forces:R:3
O 1.97449 -0.70672 7.84825 -0.66 1.28 -0.99
S 1.43756 0.49130 7.23510 0.17 -0.27 0.92
O 1.98112 1.78728 7.60259 -0.36 -1.14 -0.83
O 1.42975 0.25920 5.64007 0.49 0.11 0.95
C 1.39122 1.42626 4.80397 -0.38 0.15 -0.52
C 1.42715 0.95079 3.34386 0.65 1.65 0.47
C -0.33031 0.56780 7.48395 0.64 0.24 0.01
H 2.19887 2.10601 5.07254 0.23 -0.23 -0.17
H 0.48274 2.01225 4.97940 -0.21 -0.33 0.18
H 0.97149 1.75409 2.75799 -0.31 -0.22 -0.09
H 0.92861 0.01019 3.16705 0.02 -0.17 0.10
H 2.46333 0.97217 3.00499 0.00 -0.72 -0.03
H -0.74299 -0.39795 7.21195 -0.11 -0.01 0.15
H -0.69540 1.36751 6.84299 -0.09 -0.06 -0.04
H -0.48979 0.85578 8.52039 -0.09 -0.25 0.03
O -0.20004 6.12995 -1.84596 0.18 -0.23 0.17
S -0.14446 6.35376 -0.43105 -0.55 0.78 0.49
O -0.77003 7.55309 0.09695 0.75 -1.57 -0.21
O -0.77776 5.05456 0.32209 1.03 1.34 -0.38
C -1.16902 3.96012 -0.49634 -1.12 -1.51 -0.47
C -1.56962 2.83788 0.48225 -1.11 1.47 0.35
C 1.55897 6.28263 0.16294 -1.39 0.90 -0.32
H -0.45374 3.57671 -1.23091 0.75 0.42 0.54
H -1.96816 4.28416 -1.16939 -0.37 -0.06 0.50
H -2.12735 3.28214 1.31635 0.41 0.42 0.10
H -0.70989 2.34616 0.92582 -0.06 -0.47 -0.35
H -2.38641 2.22439 0.10912 0.74 -0.59 -0.59
H 1.93103 5.27370 0.03734 0.20 0.06 0.15
H 1.47626 6.68704 1.16937 0.30 -0.53 0.22
H 2.06014 7.04460 -0.43170 0.24 -0.28 -0.16
C -0.22823 -1.34193 -0.87673 -0.26 -0.21 0.69
Br -1.93999 -0.59203 -0.34181 0.10 -0.31 -0.48
Br -0.34621 -3.30471 -0.83433 0.13 0.74 0.06
Br 1.08598 -0.60209 0.34847 0.10 -0.23 -0.77
H 0.01508 -1.05746 -1.89306 -0.09 0.04 0.02
C 0.52465 -4.27405 -4.55211 -0.61 -0.90 1.06
C 1.67073 -4.38043 -3.55890 0.40 1.48 0.69
O 2.10016 -2.99531 -3.47641 0.33 0.89 -0.61
S 1.97026 -2.21657 -4.88595 -0.53 -1.43 1.91
O 3.24652 -2.34017 -5.50410 -0.69 0.53 -0.68
O 1.29726 -0.96930 -4.66483 0.79 -0.71 -0.50
O 0.89461 -3.26897 -5.49102 0.81 0.28 -0.65
H -0.41112 -3.97678 -4.07696 0.11 0.23 0.13
H 0.34419 -5.25786 -4.98579 0.17 0.33 -0.73
H 2.48106 -5.05557 -3.83566 0.07 0.25 -0.37
H 1.47571 -4.48932 -2.49388 -0.77 -0.93 -0.30
C -1.07628 -1.18414 -7.40573 0.08 0.02 -0.72
C -1.78624 0.13918 -7.19847 0.12 0.69 0.87
O -1.95450 0.19361 -5.77063 -0.40 -0.98 0.58
S -2.49318 -1.26468 -5.31132 1.30 0.76 0.72
O -3.91124 -1.26056 -5.47186 0.62 -0.64 -0.38
O -1.91833 -1.59578 -4.03290 -0.56 0.14 -1.23
O -1.66471 -2.09618 -6.46250 -1.58 0.55 0.65
H -0.01161 -1.23708 -7.18956 0.04 0.61 -0.10
H -1.26387 -1.47574 -8.44033 0.01 -0.58 0.19
H -2.77164 0.18695 -7.66731 0.05 -0.28 -0.10
H -1.26179 1.06513 -7.42388 0.36 -0.34 -0.34
C -1.20097 -2.99922 4.22460 0.79 0.92 -0.47
C -1.09710 -2.33421 2.81717 -0.03 -1.40 1.32
O 0.21490 -2.64992 2.40006 1.29 -0.79 0.12
S 1.20277 -3.24283 3.57703 -0.47 1.33 -0.31
O 2.30358 -2.34947 3.77701 -0.78 -0.81 -0.29
O 1.43248 -4.63385 3.33354 -0.49 0.82 0.32
O 0.13080 -2.93077 4.73979 0.96 -0.43 -0.02
H -1.44127 -4.05922 4.16151 -0.67 0.18 0.09
H -1.77786 -2.35285 4.88033 -0.40 -0.62 0.16
H -1.20004 -1.25130 2.84082 -0.30 -0.06 -0.12
H -1.81232 -2.89140 2.21370 0.00 0.65 -0.55
```
Forces are in eV/Å.

Results
Energy   -315104.4590 eV
Relative energy (zero: lowest compared OMol25 entry of this formula, charge and spin)   0.00 kcal per mole
2S+1   1
HOMO energy   -10.38 eV

---

(6)
Entry from the Open Molecules 2025 dataset: a structure of composition C2H6O3PS4 at a distorted geometry (the ωB97M-V functional and the def2-TZVPD basis).

```
16
Properties=species:S:1:pos:R:3:forces:R:3
C 3.35568 1.10168 0.57522 -0.78 -0.91 3.69
C -2.69304 -1.52748 0.53165 -2.45 0.30 -1.01
O -0.54990 1.30128 1.57520 -0.03 0.13 0.23
O 0.41738 2.67778 -0.43607 -0.44 -0.27 -0.12
O -0.13953 0.13085 -0.65521 -0.36 1.01 -0.01
P -0.38676 1.58193 0.14195 -1.98 -0.45 -0.78
S 2.69943 0.14824 -0.74819 0.76 -0.45 -0.99
S -3.58549 0.12978 0.70793 -0.07 -0.97 0.13
S 1.09960 -0.71534 -0.02825 -0.01 -1.45 0.37
S -2.89776 1.23992 -0.82491 1.93 0.68 0.44
H 4.06398 1.70480 0.11219 1.32 1.45 -0.61
H 3.91148 0.45359 1.37800 -1.04 1.02 -1.53
H 2.57204 1.71170 1.13155 0.95 -0.66 -0.97
H -1.66763 -1.21843 0.79214 -0.42 -1.16 -0.07
H -2.89917 -1.89510 -0.55654 0.92 0.72 1.92
H -3.33407 -2.21510 1.20739 1.70 1.00 -0.68
```
Forces are in eV/Å.

Results
Energy   -60946.8713 eV
2S+1   1
HOMO energy   -4.08 eV
Total charge   -1